# 1
This record from the OMol25 dataset describes a structure of composition C51H28Cl4CrN5O4. The level of theory is ωB97M-V/def2-TZVPD.

Calculated values
Frontier orbital gap (spin up / spin down) = 4.909 / 5.168 eV
LUMO energy (spin up / spin down) = -1.540 / -1.959 eV
⟨S²⟩ = 4.036

ORCA input file:
```
! wB97M-V def2-TZVPD RIJCOSX def2/J DEFGRID3
* xyz 0 4
Cr -0.112 -0.369 0.316
Cl 7.712 2.308 3.297
C 6.110 1.688 3.193
C 5.895 0.375 2.796
C 4.609 -0.112 2.716
C 3.493 0.683 3.038
C 3.751 2.014 3.414
C 5.033 2.511 3.491
C 2.161 0.202 2.771
C 1.026 1.071 2.808
C 0.677 1.976 3.831
C -0.461 2.629 3.410
C -0.742 2.155 2.112
C -1.428 2.912 1.101
C -1.967 4.248 1.425
C -3.286 4.565 1.112
C -3.825 5.782 1.487
C -3.043 6.695 2.174
Cl -3.728 8.188 2.711
C -1.711 6.423 2.440
C -1.180 5.206 2.059
C -1.418 2.456 -0.175
N -1.418 0.195 -1.098
C -1.212 0.183 -2.518
C -0.438 -0.787 -3.047
C -0.101 -0.815 -4.493
C 1.049 -0.173 -4.939
C 1.434 -0.253 -6.265
C 0.675 -1.001 -7.151
Cl 1.193 -1.173 -8.789
C -0.483 -1.632 -6.725
C -0.872 -1.531 -5.401
C 0.028 -1.896 -2.266
C 0.396 -3.141 -2.805
C 0.456 -4.024 -1.750
C 0.160 -3.282 -0.584
N -0.041 -1.982 -0.910
C 0.140 -3.730 0.770
C 0.790 -2.887 1.705
C 1.683 -3.354 2.711
C 2.422 -2.273 3.112
C 1.905 -1.145 2.419
N 0.931 -1.539 1.565
C -0.459 -4.986 1.148
C -1.008 -5.874 0.204
C -1.670 -7.022 0.583
C -1.833 -7.306 1.931
Cl -2.680 -8.726 2.406
C -1.352 -6.426 2.890
C -0.686 -5.285 2.503
C -1.913 1.255 -3.245
C -1.930 2.651 -2.668
N 0.113 1.123 1.811
H 6.735 -0.251 2.539
H 4.455 -1.115 2.355
H 2.929 2.676 3.624
H 5.207 3.539 3.771
H 1.162 2.051 4.783
H -1.020 3.370 3.945
H -3.899 3.838 0.601
H -4.853 6.019 1.269
H -1.105 7.155 2.949
H -0.139 5.001 2.251
H 1.659 0.382 -4.242
H 2.331 0.243 -6.603
H -1.060 -2.218 -7.420
H -1.770 -2.027 -5.063
H 0.568 -3.346 -3.842
H 0.777 -5.046 -1.801
H 1.813 -4.376 3.004
H 3.178 -2.243 3.873
H -0.954 -5.645 -0.845
H -2.085 -7.681 -0.164
H -1.528 -6.622 3.936
H -0.381 -4.582 3.259
H -1.903 1.136 -4.322
H -2.032 3.442 -3.403
O 2.405 2.038 -2.037
C 1.375 1.492 -1.359
O 1.582 0.407 -0.697
C 0.107 1.980 -1.371
C -0.996 3.025 -1.525
C -3.170 1.772 -2.547
C -3.603 1.034 -1.349
C -2.779 0.202 -0.707
N -0.733 1.231 -0.483
C -2.983 -0.612 0.566
O -4.096 -0.880 0.965
O -1.865 -0.934 1.097
H 3.189 1.501 -1.847
H -0.729 4.080 -1.567
H -3.995 2.088 -3.172
H -4.640 1.102 -1.059
*
```

Taken from the Mulliken analysis, the atomic charges in e are: -0.07 -0.21 0.48 -1.18 -0.37 1.01 -0.31 -1.25 0.65 0.23 -1.51 -1.56 -0.05 1.31 -0.20 -0.32 -0.87 0.34 -0.22 -1.03 -0.21 -1.72 1.47 -0.91 2.28 -1.43 -0.07 -1.07 0.39 -0.22 -0.98 0.27 -0.19 -1.28 -1.78 0.08 1.36 0.65 0.28 -1.38 -1.32 -0.13 0.36 0.99 -0.44 -1.27 0.48 -0.21 -1.18 -0.34 -1.22 -0.54 1.24 0.41 0.42 0.42 0.42 0.83 0.88 0.51 0.43 0.42 0.62 0.53 0.43 0.42 0.51 0.67 0.86 0.82 0.78 0.52 0.42 0.41 0.51 0.77 0.56 -0.59 -1.10 -0.40 -0.09 0.48 -0.64 -0.77 -0.17 1.51 -0.16 -0.74 -0.18 0.44 0.81 0.52 0.66

=====

# 2
This record from the OMol25 dataset describes a structure of composition C22H19FeN9O. The level of theory is ωB97M-V/def2-TZVPD.

Calculated values
Frontier orbital gap (spin up / spin down) = 5.031 / 3.263 eV
LUMO energy (spin up / spin down) = -10.067 / -13.317 eV
⟨S²⟩ = 8.824

ORCA input file:
```
! wB97M-V def2-TZVPD RIJCOSX def2/J DEFGRID3
* xyz 3 6
Fe 0.372 -0.497 -1.427
C -2.118 -3.979 -2.823
C -0.960 -3.271 -2.543
N -0.941 -2.251 -1.642
C -2.107 -2.145 -0.905
C -3.121 -3.111 -1.018
N -3.199 -3.975 -2.024
C -2.195 -0.968 -0.059
C -3.216 -0.721 0.866
C -3.220 0.524 1.504
C -2.259 1.453 1.143
C -1.259 1.168 0.197
N -1.172 -0.138 -0.316
C -0.292 2.140 -0.283
C -0.535 3.509 -0.151
N 0.183 4.437 -0.772
C 1.296 3.986 -1.412
C 1.596 2.626 -1.535
N 0.731 1.689 -1.080
C -4.151 0.755 2.590
C -4.141 2.006 3.251
C -5.049 2.233 4.251
N -5.953 1.357 4.780
C -5.931 0.169 4.114
C -5.059 -0.168 3.060
H -2.221 -4.619 -3.662
H -0.006 -3.490 -3.040
H -3.955 -3.106 -0.313
H -3.900 -1.491 1.103
H -2.210 2.403 1.667
H -1.433 3.897 0.326
H 1.872 4.810 -1.836
H 2.553 2.264 -1.937
H -3.551 2.876 2.893
H -5.085 3.214 4.726
H -6.733 -0.526 4.418
H -5.218 -1.127 2.582
C 6.971 -1.586 -0.361
N 5.747 -1.054 -1.001
C 4.670 -1.982 -1.460
C 3.662 -0.884 -1.806
O 2.446 -1.183 -2.113
N 4.095 0.372 -1.626
C 5.317 0.227 -1.070
N 6.075 1.268 -0.725
H 7.308 -2.484 -0.907
H 6.758 -1.909 0.697
H 7.732 -0.836 -0.336
H 4.330 -2.572 -0.584
H 4.871 -2.662 -2.338
H 5.706 2.187 -0.952
H 6.902 1.168 -0.111
*
```

Taken from the Mulliken analysis, the atomic charges in e are: 0.57 -0.44 -0.04 -0.26 0.90 -0.17 -0.43 -0.47 -0.70 1.77 -0.29 -0.94 -0.51 0.96 -0.21 -0.30 -0.45 -0.05 -0.31 0.69 -0.39 -0.28 -0.43 -0.38 -0.14 0.45 0.49 0.38 0.40 0.37 0.49 0.43 0.58 0.36 0.41 0.41 0.40 -0.92 0.01 -0.37 0.23 -0.73 -0.31 0.48 -0.35 0.31 0.33 0.36 0.31 0.33 0.22 0.23

=====

# 3
This record from the OMol25 dataset describes a structure of composition C34H54BCdF4N2O2. The level of theory is ωB97M-V/def2-TZVPD.

Calculated values
Frontier orbital gap = 7.176 eV
LUMO energy = 2.567 eV

ORCA input file:
```
! wB97M-V def2-TZVPD RIJCOSX def2/J DEFGRID3
* xyz -1 1
Cd -0.388 -0.947 -0.414
C 1.777 1.579 -1.551
N 1.798 0.423 -0.667
C 2.939 -0.417 -0.998
C 1.881 0.822 0.734
C 0.595 1.475 1.235
N -0.477 0.501 1.428
C -1.795 1.150 1.298
C -2.874 0.328 0.641
C -4.009 -0.029 1.337
C -5.114 -0.537 0.668
C -5.056 -0.568 -0.719
C -3.946 -0.202 -1.469
C -2.768 0.160 -0.768
O -1.607 0.437 -1.334
C -4.085 -0.025 -2.983
C -4.283 1.485 -3.212
C -2.857 -0.488 -3.766
C -5.302 -0.753 -3.568
C -6.369 -0.905 1.448
C -7.023 0.395 1.948
C -6.001 -1.809 2.632
C -7.391 -1.669 0.602
C -0.317 -0.170 2.730
C -0.283 -1.682 2.843
C -0.700 -2.161 4.071
C -0.564 -3.490 4.433
C -0.023 -4.336 3.477
C 0.399 -3.918 2.223
C 0.309 -2.539 1.880
O 0.829 -2.050 0.783
C 0.942 -5.020 1.308
C -0.168 -6.062 1.080
C 2.155 -5.701 1.971
C 1.388 -4.546 -0.076
C -0.909 -3.933 5.847
C -0.941 -5.457 5.988
C 0.163 -3.374 6.796
C -2.286 -3.397 6.258
H 2.608 2.272 -1.330
H 0.832 2.108 -1.462
H 1.867 1.246 -2.584
H 3.893 0.111 -0.825
H 2.885 -0.706 -2.047
H 2.909 -1.317 -0.389
H 2.721 1.525 0.893
H 2.055 -0.082 1.320
H 0.270 2.215 0.503
H 0.806 2.011 2.179
H -1.670 2.031 0.653
H -2.142 1.507 2.284
H -4.018 0.105 2.411
H -5.930 -0.895 -1.252
H -3.402 2.033 -2.887
H -5.140 1.845 -2.642
H -4.454 1.690 -4.270
H -1.963 -0.020 -3.372
H -2.962 -0.231 -4.821
H -2.746 -1.562 -3.677
H -6.236 -0.320 -3.214
H -5.271 -1.808 -3.311
H -5.292 -0.664 -4.655
H -6.319 0.973 2.542
H -7.902 0.177 2.556
H -7.326 1.006 1.099
H -5.378 -1.291 3.355
H -5.452 -2.675 2.268
H -6.902 -2.151 3.141
H -7.778 -1.061 -0.211
H -8.234 -1.963 1.228
H -6.942 -2.568 0.188
H -1.124 0.178 3.389
H 0.620 0.196 3.181
H -1.113 -1.450 4.776
H 0.078 -5.382 3.719
H -0.493 -6.536 2.004
H 0.189 -6.839 0.404
H -1.026 -5.581 0.621
H 1.906 -6.130 2.939
H 2.960 -4.980 2.111
H 2.520 -6.503 1.328
H 0.542 -4.148 -0.625
H 1.790 -5.391 -0.638
H 2.151 -3.777 -0.003
H 0.046 -5.887 5.839
H -1.627 -5.889 5.263
H -1.281 -5.735 6.986
H 1.145 -3.742 6.504
H -0.026 -3.671 7.827
H 0.186 -2.289 6.747
H -3.039 -3.726 5.547
H -2.297 -2.312 6.288
H -2.560 -3.760 7.249
F -3.237 -3.092 -2.010
B -2.040 -3.352 -1.417
F -1.815 -4.699 -1.387
F -0.975 -2.701 -2.120
F -2.003 -2.793 -0.111
*
```

Taken from the Mulliken analysis, the atomic charges in e are: 2.11 -1.12 0.42 -1.08 -1.25 -1.16 1.56 -1.96 0.98 -0.48 -0.67 0.16 -0.86 1.42 -1.39 2.47 -1.70 -1.57 -2.11 2.20 -1.67 -1.82 -2.13 -2.00 0.71 -0.74 -0.59 -0.27 0.20 0.43 -1.38 2.49 -1.75 -1.85 -1.88 2.06 -2.09 -1.68 -1.78 0.32 0.18 0.39 0.35 0.34 0.13 0.65 0.39 0.63 0.23 0.52 0.25 0.36 0.43 0.27 0.31 0.48 0.08 0.55 0.28 0.39 0.34 0.48 0.32 0.45 0.33 0.34 0.38 0.48 0.37 0.46 0.42 0.06 0.50 0.36 0.36 0.27 0.48 0.29 0.27 0.34 0.49 0.31 0.52 0.23 0.34 0.42 0.46 0.33 0.45 0.33 0.40 0.33 0.47 -0.27 0.13 -0.30 -0.39 -0.30

=====

Across the entries above, strongest force on any atom takes the values 1.89, 4.92, 1.17 eV/Å, respectively.